Record 1
{"formula": "CHNO3S", "method": "ωB97M-V/def2-TZVPD", "smiles": "O=S(=O)=O.C#N", "orbital_gap_ev": 11.61, "e_above_lowest_kcal_mol": 44.2, "elements": ["O", "N", "O", "O", "S", "H", "C"], "xyz": [[3.3261, -0.2840, 0.3896], [-3.1987, 0.4061, -0.5137], [1.1034, -0.4936, -0.6334], [2.0032, 1.6929, -0.1080], [2.1515, 0.2705, -0.1529], [-2.5505, -1.2435, 0.7692], [-2.8350, -0.3483, 0.2492]]}

---

Record 2
{"formula": "CHNO3S3", "method": "ωB97M-V/def2-TZVPD", "orbital_gap_ev": [7.50, 6.92], "e_above_lowest_kcal_mol": 0.0, "elements": ["S", "H", "S", "O", "S", "O", "N", "C", "O"], "xyz": [[-0.5815, -1.0645, 0.1391], [-0.4592, 0.4004, 1.8560], [-2.3467, 1.2544, 0.6803], [0.4014, -1.7254, 0.9425], [-2.4959, 0.6188, -1.1545], [1.4328, -0.4684, -1.7972], [-1.1857, 0.2145, 1.1578], [2.1802, 0.1189, -1.1639], [3.0547, 0.6512, -0.6600]]}

---

Record 3
{"formula": "CHNOS2", "method": "ωB97M-V/def2-TZVPD", "orbital_gap_ev": 9.03, "e_above_lowest_kcal_mol": 11.2, "elements": ["S", "O", "N", "H", "C", "S"], "xyz": [[-0.2505, -1.8434, -0.2617], [-1.8765, 0.8021, -0.5358], [0.2993, 0.8986, 0.4301], [1.7628, -0.1328, -0.3371], [-0.8758, 0.8834, 0.0243], [0.9406, -0.6080, 0.6802]]}